ORCA calculation (the ωB97M-V functional and the def2-TZVPD basis) on a 2-piece molecular cluster, C3H3NO2S overall at a distorted geometry.

The value obtained for the HOMO energy (spin up / spin down) is -8.88 / -8.69 eV.

Last column: natural (NBO) charge in e.
Element x y z (Å)
C (-0.562, -0.075, 0.155)  -0.447
C (-0.237, -1.534, 0.117)  0.412
C (0.429, 0.721, -0.050)  0.017
N (2.576, 0.048, 0.031)  -0.011
O (3.091, 0.389, -0.984)  -0.272
O (0.670, -2.109, -0.412)  -0.506
S (2.848, -0.649, 1.361)  0.268
H (-1.674, 0.260, 0.294)  0.247
H (-0.921, -2.192, 0.683)  0.107
H (0.579, 1.727, -0.252)  0.185